1.
Computed, not measured: 3 unconnected molecules or ions with the total composition C31H58N3O3P, with ωB97M-V with the def2-TZVPD basis set.

Summary:
E_tot: -1946.71251 Eh
SMILES: CCOCCCCCc1cc2c(cc1P(CC)CC)C(=O)NC2=O.CCN(CC)CC.CCN(CC)CC
E_HOMO: -8.163 eV

Each line ends with the Mulliken charge.
Geometry (Å):
H -0.70584 -4.71741 8.15850  0.260
C -0.96103 -2.02138 -0.98668  -0.459
H -1.17878 -2.83875 -1.82911  0.340
H 0.23474 -1.88608 1.62755  0.235
C -1.69202 -0.66156 2.30482  -0.180
H 5.12082 1.31584 -7.36319  0.382
C 1.75549 0.81111 -3.01912  -0.507
H -0.48952 -0.77626 4.31410  0.282
H -2.75362 -2.66554 0.44502  0.263
H -4.55949 2.99497 3.58290  0.324
C 7.24695 3.50668 -8.08476  -0.956
H 7.51012 3.93252 -5.99898  0.353
C -1.52384 -5.51639 5.01488  -0.923
H -3.70875 -6.81717 7.17698  0.423
H -2.65939 -2.77993 6.79368  0.147
H 4.33773 3.57616 -8.12374  0.248
N -6.11164 2.07598 -2.68051  -0.375
H -3.14435 -4.11526 4.88686  0.310
H -3.52957 -6.89327 9.59028  0.428
H 6.46074 6.23189 -7.97166  0.217
C 6.77219 3.43256 -6.63989  -0.686
H -2.83921 -0.84349 2.07983  0.289
C -4.84678 2.95162 -2.79302  0.287
C -3.07548 -6.05812 7.65180  -0.316
H 4.18614 1.51081 -5.86269  0.323
C -3.46200 -0.89091 -1.62255  -0.534
H -4.59811 -5.55947 9.12768  0.326
C -1.56263 -0.44123 3.93691  -0.433
O -4.75722 4.23983 -3.18434  -0.521
H 8.08540 2.81889 -8.23240  0.367
C -3.70094 1.87891 -2.31937  0.072
C 1.52762 0.32106 0.11975  0.123
C 2.30596 2.28735 -3.58003  -0.808
C -1.56126 -2.67484 0.41227  -0.667
C -5.95986 0.56338 -2.42588  0.239
C 2.88027 1.18070 0.59737  -0.981
H -3.93064 0.39001 4.31186  0.252
H -0.79004 -4.70874 5.04296  0.118
H -0.68229 -2.97450 8.40999  0.390
H -2.98189 -3.39073 8.37725  0.356
H -2.93631 -5.23841 9.67397  0.296
O -1.76900 0.96011 4.36224  -0.412
H 0.76826 0.15997 1.00847  -0.372
H -2.05865 -6.46518 7.66760  0.255
O -6.94210 -0.34208 -2.53097  -0.517
C -0.91453 -2.04452 1.78053  0.059
H 0.19922 -1.86998 -0.98381  0.154
H -3.32909 2.03756 2.37084  0.147
H 3.81136 0.82402 -0.05892  0.244
H 1.66950 3.19160 -3.15081  0.379
H -0.39864 -3.61578 6.80174  0.230
H -1.15998 -6.34385 5.63062  0.325
C -4.36472 0.39896 -2.08002  0.100
H -1.27368 -3.83306 0.38952  0.342
H -2.34137 -1.08813 4.56119  0.158
H 3.37877 3.72271 -6.65870  0.498
H -3.98064 -1.94425 -1.47340  0.305
H 2.73042 2.35275 0.45830  0.308
H 7.61128 4.50477 -8.33821  0.278
H -1.56064 -5.87155 3.97764  0.381
H 3.42508 2.49569 -3.28130  0.259
H -6.42734 2.38981 -1.71387  0.308
H -1.30535 0.26291 1.67304  0.106
H 3.36564 1.42756 -7.42941  0.411
H 5.09598 7.20920 -7.45868  0.396
H -3.64415 -5.76767 5.07503  0.375
C -2.08287 2.01083 -2.08761  -0.646
H 4.80660 5.73940 -8.39242  0.269
H 4.38241 5.67456 -5.81800  0.363
C -3.56459 -5.91957 9.09260  -1.405
H 1.96129 -0.73395 -0.23107  0.334
C -3.50316 2.51416 3.43352  -0.771
H 3.10589 0.98001 1.74283  0.335
H -3.44882 1.70436 5.58855  0.300
H 6.10062 5.80631 -5.60342  0.373
C 5.43265 6.17606 -7.60909  -0.956
C -2.90976 -5.03660 5.43456  -0.625
H 2.69962 0.12463 -2.79703  0.359
H 2.28041 2.32857 -4.77270  0.063
H 6.46966 3.22770 -8.80141  0.246
C 4.32100 3.32756 -7.05706  -0.433
H 1.09962 0.36144 -3.90765  0.374
C -2.48024 -3.65126 7.43708  -0.490
C -3.19840 1.28108 4.52007  -0.322
H 6.81429 2.38410 -6.31989  0.363
C -0.98638 -3.75996 7.71110  -0.960
N -3.15038 -4.82239 6.86695  0.096
C -1.10509 0.75232 -1.62019  0.181
C 4.25289 1.80790 -6.91453  -1.543
P 0.75545 1.13625 -1.42498  -0.005
H -2.68701 3.35771 3.64708  0.219
N 5.43604 3.95226 -6.33939  0.167
H -1.03505 -2.81273 2.68480  -0.063
C 5.33842 5.41633 -6.28960  -0.671
H -1.57581 3.06893 -2.29055  0.250
C -1.83654 -0.69840 -1.40053  0.578

2.
Computed, not measured: 4 unconnected molecules or ions with the total composition C31H58NO6P, with ωB97M-V with the def2-TZVPD basis set.

Summary:
E_tot: -2063.47268 Eh
SMILES: CCOCCCCCc1cc2c(cc1P(CC)CC)C(=O)NC2=O.CCOCC.CCOCC.CCOCC
E_HOMO: -8.219 eV

Each line ends with the Mulliken charge.
Geometry (Å):
H 7.66562 -6.97855 1.91007  0.268
H -1.31608 0.32242 0.46458  0.232
H -5.05259 5.20920 -1.14085  0.422
H -9.40526 2.96794 -2.20134  0.298
H 5.17177 3.20463 7.66326  0.271
C -4.91644 -3.13361 -2.76125  0.068
C 6.41209 -4.63729 1.16709  -0.321
C -0.84205 -0.03838 -0.44365  -0.988
C -5.48002 -0.58497 -2.74834  -1.119
H -8.75837 1.39812 -1.78733  0.327
H -6.10271 -0.64211 -1.86616  0.505
C 4.53854 3.17851 4.98042  -0.327
O 4.31178 1.84091 5.38489  -0.355
O -3.03555 -3.41773 -5.65716  -0.513
H 4.80468 -2.05367 3.10087  0.348
C -9.00474 2.04751 -2.61983  -1.200
H 4.76523 0.34415 6.63328  0.304
C -0.66930 2.81993 -2.34804  -1.210
C 3.72214 -2.16828 3.04049  -1.014
C 5.07807 1.37742 6.48116  -0.321
C 7.08614 -7.01565 2.83345  -1.048
O 1.72970 -1.19946 1.95665  -0.415
C 0.93507 -1.12318 3.12575  -0.398
H -2.70464 2.95123 -6.41392  0.432
O -5.54673 -3.59449 -1.87332  -0.508
H 6.14221 1.34801 6.22073  0.318
H 0.53568 0.76430 -1.88692  0.279
C -4.87225 -1.73215 -3.24103  -0.034
H 6.97938 -8.06346 3.11541  0.385
H 3.56235 -1.17380 1.14772  0.355
H 5.17393 -6.44599 3.61771  0.325
H 3.86669 3.34065 4.13732  0.343
C 5.71661 -6.37690 2.67483  -0.378
H 1.13385 -1.97877 3.78125  0.299
P -6.21659 2.01612 -2.56568  -0.239
C -5.81385 4.50265 -1.45828  -1.489
H 5.86679 -6.34062 -0.07700  0.273
H -0.09551 -1.22567 2.78323  0.386
O -0.61818 2.27905 -1.04004  -0.404
H 3.50414 -3.16101 2.64533  0.299
H -2.87149 3.86216 -4.02279  0.301
H -6.66883 5.05938 -1.82782  0.309
H 3.39072 -0.09592 2.52144  0.229
H 4.22772 3.87463 5.76771  0.304
H 2.11072 0.32208 4.25093  0.064
C 1.09141 0.18074 3.88765  -0.818
C 5.96733 3.46301 4.54949  -1.091
H 3.81033 2.15294 8.04546  0.305
O 5.75456 -4.99574 2.36774  -0.357
H 7.65883 -6.50204 3.60674  0.291
H 6.33315 -3.55103 1.11078  0.335
H 0.42474 0.19744 4.75059  0.440
H -4.85211 2.80467 -4.97649  0.173
C -7.77797 2.31748 -3.51100  -0.482
C -1.75276 2.18587 -3.19721  0.099
C -4.10019 -1.66531 -4.37712  0.207
C 0.09215 1.05814 -0.93408  -0.267
C 5.80341 -5.25187 -0.08193  -1.093
H 6.05497 4.49397 4.20549  0.391
H 0.85082 1.02889 3.24409  0.246
H -1.60161 -0.19946 -1.20451  0.282
H -7.80477 3.35177 -3.84519  0.452
C -2.17732 3.09358 -4.35674  -0.657
H 6.32738 -4.89274 -0.96822  0.394
H -6.12365 3.93026 -0.58880  0.421
C 3.13091 -1.09268 2.14638  -0.284
N -4.03792 -3.90777 -3.61842  -0.379
C -5.26330 3.59125 -2.56144  0.107
H -0.83670 3.89202 -2.24593  0.372
C 4.86403 2.16303 7.76388  -1.114
C -3.90570 -0.46895 -5.05093  -0.896
C -2.78827 2.33029 -5.52176  -1.019
H -3.31028 -0.45357 -5.95191  0.532
H 5.12300 -6.91964 1.93043  0.325
H 7.48100 -4.87147 1.23044  0.303
H -0.29550 -0.94536 -0.20159  0.328
H -4.20250 3.41419 -2.44828  -0.121
H -2.60664 1.91067 -2.58346  0.247
H -3.20135 -4.07178 -3.05292  0.296
H 4.75028 -4.97968 -0.16583  0.295
C -4.49782 0.70553 -4.55951  1.009
H -4.64521 1.77042 -6.36086  0.429
H 3.32607 -2.11934 4.05583  0.279
H -5.42693 4.11393 -3.50544  0.423
H 0.90536 1.16881 -0.21547  0.326
H 6.67815 3.32324 5.36479  0.267
H -7.84431 1.66290 -4.37440  0.452
H -9.80586 1.59142 -3.19433  0.365
H -1.28173 3.61586 -4.69679  0.454
C -3.61690 -3.03753 -4.69543  0.119
H -1.35086 1.27716 -3.64846  0.401
C -5.29843 0.65481 -3.38833  0.957
H -2.20333 1.44105 -5.73752  0.563
C -4.27333 1.97101 -5.35516  -1.114
H 6.25920 2.79824 3.73523  0.299
H 5.44647 1.72233 8.57341  0.392
H 0.30920 2.69974 -2.81782  0.449